(1)
Formula: C13H9N2O5ScSe
Source: the OMol25 dataset
Level of theory: the ωB97M-V functional and the def2-TZVPD basis

Atoms and positions in Å:
O 4.4338 0.4050 3.6148
C 3.6546 -0.2005 3.0516
Sc 0.2219 0.4122 -0.5466
C -1.9521 -0.2997 -1.1138
O -2.9369 -0.6712 -1.5483
C 0.0787 -2.0244 0.3162
O 0.8209 -2.9383 0.0026
C -0.9807 -1.4884 0.8902
O -1.6673 -1.6707 1.8534
C -0.0446 0.7466 -2.6070
O -0.2800 0.8500 -3.7585
H 1.3673 1.3559 -1.6054
C -3.4466 4.2044 0.0387
N -2.1014 4.4787 0.5561
C -1.2620 3.5166 1.0584
Se -1.5063 1.5817 1.1758
N -0.1157 4.1756 1.4451
C -0.2455 5.5578 1.2078
C 0.5340 6.6348 1.5851
C 0.0175 7.9091 1.3467
C -1.2424 8.0824 0.7765
C -2.0421 7.0045 0.4101
C -1.4865 5.7476 0.6352
H -3.3926 3.8264 -1.0008
H -3.9657 5.1682 0.0566
H -3.9551 3.4674 0.6894
H 0.6840 3.7221 1.9000
H 1.4864 6.4285 2.0410
H 0.6031 8.7746 1.6121
H -1.6127 9.0796 0.6198
H -3.0332 7.0787 -0.0190

Properties
energy above the lowest of the compared OMol25 structures with the same formula, charge and spin	291.2	kJ/mol
multiplicity	1
charge	+2
frontier orbital gap (spin up / spin down)	4.9 / 5.0	eV
energy	-4147.8621	Eh
LUMO level (spin up / spin down)	-10.12 / -10.01	eV
highest occupied orbital energy (spin up / spin down)	-0.5522 / -0.5521	Eh
max |F|	7.442	eV/A

Need the natural (NBO) charges? In units of e they are:
1 O -0.45
2 C 0.46
3 Sc 1.22
4 C 0.46
5 O -0.35
6 C 0.32
7 O -0.20
8 C 0.31
9 O -0.22
10 C 0.39
11 O -0.31
12 H -0.18
13 C -0.41
14 N -0.33
15 C 0.30
16 Se -0.16
17 N -0.51
18 C 0.09
19 C -0.20
20 C -0.16
21 C -0.16
22 C -0.23
23 C 0.17
24 H 0.23
25 H 0.24
26 H 0.24
27 H 0.45
28 H 0.24
29 H 0.25
30 H 0.25
31 H 0.24


(2)
Formula: C24H60N4
Source: the OMol25 dataset
Level of theory: the ωB97M-V functional and the def2-TZVPD basis

Atoms and positions in Å:
C -1.5256 -3.2861 1.9808
C -0.5825 -4.4962 1.8128
N 0.7881 -4.1867 2.3127
C 0.8193 -3.4449 3.5921
C 2.2801 -3.1485 4.0390
C 1.8206 -5.2408 2.1691
C 1.7538 -6.0057 0.8157
H -2.4042 -3.5870 1.4101
H -1.0641 -2.3410 1.6947
H -1.9746 -3.2203 2.9719
H -1.1603 -5.2836 2.2968
H -0.6113 -4.6246 0.7308
H 0.3812 -2.4744 3.3591
H 0.2581 -3.9241 4.3943
H 2.3463 -2.5763 4.9644
H 2.7989 -4.0172 4.4443
H 2.9610 -2.8325 3.2487
H 1.7807 -5.9517 2.9944
H 2.8249 -4.8443 2.3180
H 0.7117 -6.3118 0.7241
H 2.4524 -6.8423 0.8234
H 2.0359 -5.4111 -0.0532
C -0.9746 2.4074 -5.2427
C -1.3843 1.5999 -4.0326
N -2.8300 1.3614 -3.8445
C -3.4518 0.1746 -4.5086
C -3.9660 0.3580 -5.9587
C -3.5727 2.6412 -3.9362
C -3.1727 3.8064 -3.0541
H 0.0892 2.5794 -5.0790
H -1.5268 3.3287 -5.4276
H -1.1587 1.6921 -6.0443
H -0.9379 0.6082 -4.1054
H -0.9738 2.0664 -3.1370
H -2.6590 -0.5730 -4.4814
H -4.3263 -0.1873 -3.9678
H -4.9221 0.8811 -5.9753
H -3.2849 1.0114 -6.5039
H -4.2063 -0.6200 -6.3757
H -4.5883 2.4731 -3.5779
H -3.6451 2.9464 -4.9801
H -3.3809 3.6366 -1.9977
H -3.8592 4.6507 -3.1163
H -2.1372 4.1455 -3.0852
C 5.0417 -2.0664 0.4840
C 4.0207 -0.9063 0.5515
N 4.6201 0.3070 0.1266
C 3.5727 1.2418 -0.2545
C 2.8682 0.8423 -1.6073
C 5.5580 0.8485 1.1502
C 5.1077 0.9188 2.6323
H 5.9008 -1.9371 1.1423
H 5.3676 -2.2520 -0.5395
H 4.5739 -3.0020 0.7902
H 3.1029 -1.1869 0.0348
H 3.6237 -0.8070 1.5618
H 2.7709 1.3059 0.4811
H 4.0547 2.2190 -0.2863
H 2.4929 1.7140 -2.1434
H 3.4911 0.2485 -2.2762
H 2.0923 0.1047 -1.4023
H 5.9152 1.8585 0.9490
H 6.4098 0.1687 1.1676
H 5.8572 1.4341 3.2330
H 4.8962 -0.0790 3.0169
H 4.1563 1.4425 2.7255
C -0.4026 2.6343 0.5014
C -1.8305 2.9019 0.6428
N -2.1703 2.4371 1.9704
C -3.4706 2.8931 2.4438
C -3.6014 4.4274 2.6723
C -2.1187 0.9052 2.1467
C -2.7088 0.1951 0.9773
H 0.2569 3.1151 1.2238
H -0.1345 3.0820 -0.4556
H -0.0741 1.5960 0.4561
H -1.6941 3.9664 0.4526
H -2.1546 2.2845 -0.1950
H -3.6169 2.3913 3.4003
H -4.2643 2.4629 1.8330
H -2.7924 4.8944 3.2339
H -4.5120 4.6106 3.2428
H -3.7301 4.7878 1.6517
H -1.1059 0.5736 2.3757
H -2.6784 0.6237 3.0386
H -3.7038 0.4791 0.6346
H -1.9816 0.1696 0.1656
H -2.8261 -0.7860 1.4375

Properties
energy above the lowest of the compared OMol25 structures with the same formula, charge and spin	324.9	kJ/mol
multiplicity	1
charge	0
frontier orbital gap	8.8	eV
energy	-1169.2609	Eh
LUMO level	0.75	eV
highest occupied orbital energy	-0.2948	Eh
max |F|	3.655	eV/A

Need the Mulliken charges? In units of e they are:
1 C -1.48
2 C -0.74
3 N 0.48
4 C -0.30
5 C -1.38
6 C -0.54
7 C -1.28
8 H 0.49
9 H 0.35
10 H 0.38
11 H 0.28
12 H 0.53
13 H 0.17
14 H 0.32
15 H 0.42
16 H 0.42
17 H 0.19
18 H 0.36
19 H 0.35
20 H 0.36
21 H 0.39
22 H 0.28
23 C -1.22
24 C -0.35
25 N 0.16
26 C -0.56
27 C -1.05
28 C -0.51
29 C -1.21
30 H 0.47
31 H 0.26
32 H 0.29
33 H 0.53
34 H -0.13
35 H 0.38
36 H 0.34
37 H 0.28
38 H 0.25
39 H 0.38
40 H 0.50
41 H 0.36
42 H 0.11
43 H 0.44
44 H 0.29
45 C -1.35
46 C -0.54
47 N 0.10
48 C -0.37
49 C -1.38
50 C -0.63
51 C -1.03
52 H 0.32
53 H 0.36
54 H 0.31
55 H 0.37
56 H 0.29
57 H 0.30
58 H 0.43
59 H 0.37
60 H 0.43
61 H 0.29
62 H 0.46
63 H 0.34
64 H 0.41
65 H 0.23
66 H 0.27
67 C -1.80
68 C 0.22
69 N -0.06
70 C -0.48
71 C -1.29
72 C -0.89
73 C -0.85
74 H 0.45
75 H 0.57
76 H 0.19
77 H 0.46
78 H -0.01
79 H 0.47
80 H 0.28
81 H 0.30
82 H 0.42
83 H 0.30
84 H 0.40
85 H 0.48
86 H 0.28
87 H 0.26
88 H 0.28


(3)
Formula: C3H7INO
Source: the OMol25 dataset
Level of theory: the ωB97M-V functional and the def2-TZVPD basis

Atoms and positions in Å:
C 0.9173 -0.4333 -0.6132
C 0.3932 1.0485 -0.7167
C -1.1034 0.4373 0.9593
N 0.2051 -0.9681 0.5405
O -0.2849 1.3157 0.5298
I -2.8271 -0.2324 -0.2030
H 0.5683 -0.9472 -1.5799
H 2.0205 -0.5307 -0.5865
H 1.2416 1.7233 -0.7743
H -0.3658 1.1436 -1.5568
H -1.2367 0.3875 2.0909
H -0.3341 -1.8253 0.5633
H 0.8059 -1.1187 1.3465

Properties
energy above the lowest of the compared OMol25 structures with the same formula, charge and spin	57.4	kJ/mol
multiplicity	3
charge	+1
frontier orbital gap (spin up / spin down)	7.1 / 6.7	eV
energy	-545.7360	Eh
LUMO level (spin up / spin down)	-3.41 / -8.19	eV
highest occupied orbital energy (spin up / spin down)	-0.3852 / -0.5467	Eh
max |F|	4.414	eV/A

Need the natural (NBO) charges? In units of e they are:
1 C -0.28
2 C -0.09
3 C 0.04
4 N -0.70
5 O -0.48
6 I 0.52
7 H 0.23
8 H 0.25
9 H 0.24
10 H 0.21
11 H 0.22
12 H 0.42
13 H 0.42


(4)
Formula: CH4INS
Source: the OMol25 dataset
Level of theory: the ωB97M-V functional and the def2-TZVPD basis

Atoms and positions in Å:
C 0.9110 0.6974 -0.3138
S 0.4753 -1.0543 -0.3496
N -0.7104 -1.1344 0.7050
I -2.8382 0.0930 -0.0305
H 0.0715 1.4447 -0.7415
H 1.8694 0.9389 -0.7900
H 1.2346 1.1061 0.7317
H -1.0133 -2.0915 0.7887

Properties
energy above the lowest of the compared OMol25 structures with the same formula, charge and spin	156.3	kJ/mol
multiplicity	1
charge	0
frontier orbital gap (spin up / spin down)	7.5 / 7.1	eV
energy	-791.0569	Eh
LUMO level (spin up / spin down)	-1.17 / -1.55	eV
highest occupied orbital energy (spin up / spin down)	-0.3192 / -0.3186	Eh
max |F|	3.252	eV/A

Need the natural (NBO) charges? In units of e they are:
1 C -0.85
2 S 0.66
3 N -0.83
4 I -0.12
5 H 0.26
6 H 0.25
7 H 0.25
8 H 0.38